Entry 1:
This record from the Open Molecules 2025 dataset describes a cluster of 2 separate species, C18H17NO2 in total in a non-equilibrium geometry. The level of theory is ωB97M-V/def2-TZVPD.

XYZ file:
```
38
Properties=species:S:1:pos:R:3:nbo_charge:R:1
C -1.96221 3.30773 0.53047 -0.52
C -1.01690 4.10186 -0.34681 -0.51
C 0.02131 3.07295 -0.79249 0.67
O 0.91305 3.30804 -1.61524 -0.66
N -0.19976 1.88492 -0.15693 -0.65
C -1.34817 1.90667 0.57425 0.67
O -1.85639 0.96952 1.19060 -0.65
H -2.01711 3.70128 1.54991 0.23
H -2.96953 3.23815 0.10828 0.23
H -1.50612 4.52587 -1.22698 0.23
H -0.50614 4.89474 0.21151 0.23
C 0.64111 -2.65490 4.60515 -0.64
C 0.65636 -2.04397 3.24159 0.07
C 1.43509 -0.90269 2.99075 -0.26
C 1.41888 -0.31412 1.74522 -0.02
C 0.64652 -0.85245 0.67314 -0.20
C 0.80417 -0.18701 -0.57034 0.15
C 0.44357 -0.59181 -1.88624 -0.10
C 0.81191 0.31919 -2.91873 -0.14
C 0.63625 0.01722 -4.25562 -0.22
C -0.06323 -1.15404 -4.61055 -0.15
C -0.52281 -2.02742 -3.61190 -0.23
C -0.24114 -1.77779 -2.27009 -0.15
C -0.21729 -1.94584 0.96947 -0.08
C -0.13440 -2.57517 2.20734 -0.24
H -0.01977 -3.52357 4.62623 0.22
H 1.63721 -2.96976 4.94055 0.23
H 0.26408 -1.92929 5.33406 0.23
H 2.04709 -0.47941 3.78720 0.22
H 1.98729 0.59925 1.55457 0.21
H 1.46360 0.67647 -0.53642 0.26
H 1.23642 1.28237 -2.61106 0.26
H 1.02962 0.69116 -5.01785 0.23
H -0.23138 -1.38854 -5.66153 0.22
H -1.08583 -2.92162 -3.88788 0.22
H -0.52013 -2.50364 -1.51720 0.21
H -0.97282 -2.26829 0.24242 0.22
H -0.70243 -3.48606 2.41115 0.22
```

Its net charge is 0. The value obtained for the molar mass is 279.3 g/mol. Its gap between HOMO and LUMO is 0.2514 Eh. The total energy comes out at -901.3058 Ha. The value obtained for the energy above the lowest of the compared OMol25 structures with the same formula, charge and spin is 213.7 kJ/mol. For the HOMO energy, the calculation gives -8.516 eV.

Entry 2:
This record from the Open Molecules 2025 dataset describes the ion C3H10N4 with charge +2 in a non-equilibrium geometry. The level of theory is ωB97M-V/def2-TZVPD.

XYZ file:
```
17
Properties=species:S:1:pos:R:3:nbo_charge:R:1
C -1.96792 1.32846 0.12525 -0.43
N -1.61460 -0.06823 0.01154 -0.48
C -0.47186 -0.65426 -0.13706 0.72
N -0.27162 -1.95154 -0.16224 -0.72
N 0.79810 0.19352 -0.34297 -0.57
C 2.00528 -0.02403 0.14322 0.41
N 2.99291 0.78702 -0.04697 -0.64
H -2.82991 1.52193 -0.51665 0.27
H -1.15999 1.99598 -0.15480 0.22
H -2.26763 1.54855 1.15279 0.26
H -2.42619 -0.67972 0.11434 0.46
H 0.61729 -2.36294 -0.41551 0.45
H -1.03006 -2.61557 -0.04120 0.46
H 0.61648 1.05427 -0.85885 0.45
H 2.17474 -0.91844 0.74015 0.25
H 3.91526 0.60142 0.33949 0.47
H 2.90485 1.64566 -0.58463 0.45
```

Its net charge is +2. The value obtained for the molar mass is 102.1 g/mol. Its gap between HOMO and LUMO is 0.4059 Eh. The total energy comes out at -338.7150 Ha. The value obtained for the energy above the lowest of the compared OMol25 structures with the same formula, charge and spin is 0.0 kJ/mol. For the HOMO energy, the calculation gives -19.480 eV.

Entry 3:
This record from the Open Molecules 2025 dataset describes a cluster of 3 separate species, C5H10O2 in total in a non-equilibrium geometry. The level of theory is ωB97M-V/def2-TZVPD.

XYZ file:
```
17
Properties=species:S:1:pos:R:3:nbo_charge:R:1
C -0.74807 -0.16829 0.59054 -0.76
C 4.12327 -0.22285 -0.51522 -0.45
C 2.97030 0.04220 -0.00051 0.35
O -3.71961 -0.08974 0.74864 -1.07
C 1.65939 -0.25886 0.06224 -0.42
C 0.63869 0.03411 0.95901 0.19
H -0.84560 -0.39468 -0.47662 0.31
H -1.28823 0.78495 0.62229 0.32
H -1.28569 -0.91698 1.17455 0.32
H 4.99690 0.41656 -0.49297 0.27
H 4.26274 -1.28198 -0.72909 0.28
H -3.84490 0.83588 0.98643 0.43
H 1.27584 -0.82156 -0.79539 0.29
H 0.86313 0.87286 1.62472 0.21
H -3.14383 0.79609 -2.09101 0.44
H -3.27256 0.03765 -0.25378 0.49
O -2.64175 0.33464 -1.41385 -1.19
```

Its net charge is 0. The value obtained for the molar mass is 102.1 g/mol. Its gap between HOMO and LUMO is 0.1322 Eh. The total energy comes out at -346.7195 Ha. The value obtained for the energy above the lowest of the compared OMol25 structures with the same formula, charge and spin is 803.2 kJ/mol. For the HOMO energy, the calculation gives -7.199 eV.

Entry 4:
This record from the Open Molecules 2025 dataset describes a cluster of 2 separate species, C3H8N2OS2 in total in a non-equilibrium geometry. The level of theory is ωB97M-V/def2-TZVPD.

XYZ file:
```
16
Properties=species:S:1:pos:R:3:nbo_charge:R:1
S 2.93966 1.29676 0.06186 -0.29
S 1.97400 -0.61298 0.14082 -0.75
C -0.80987 0.15725 0.84051 -0.37
C -0.94786 -0.90244 -0.22355 0.00
C -2.22217 -0.06322 0.21915 0.38
N -3.10662 -0.81318 1.08692 -0.88
O -2.70605 0.71458 -0.67385 -0.51
N -0.56943 -0.57152 -1.56233 -0.87
H 4.12428 0.83051 -0.37864 0.10
H -0.84118 -0.13826 1.88477 0.23
H -0.22208 1.02975 0.60406 0.25
H -0.97444 -1.94555 0.07677 0.21
H -3.64539 -1.53522 0.62705 0.36
H -3.78042 -0.14018 1.44433 0.36
H 0.35272 -0.15084 -1.58838 0.40
H -1.29832 0.00453 -1.95000 0.37
```

Its net charge is -1. The value obtained for the molar mass is 152.2 g/mol. Its gap between HOMO and LUMO (alpha / beta) is 0.2304 / 0.1735 Eh. The total energy comes out at -1100.1887 Ha. The value obtained for the energy above the lowest of the compared OMol25 structures with the same formula, charge and spin is 140.3 kJ/mol. For the HOMO energy (alpha / beta), the calculation gives -2.708 / -2.688 eV. The spin multiplicity is 2.

Entry 5:
This record from the Open Molecules 2025 dataset describes a structure of composition C22H33Cl3O2Re in a non-equilibrium geometry. The level of theory is ωB97M-V/def2-TZVPD.

XYZ file:
```
61
Properties=species:S:1:pos:R:3:nbo_charge:R:1
C -0.95175 0.62116 -2.25602 -0.05
C -1.09578 -0.72364 -2.73105 -0.17
C 0.22321 -1.32750 -2.75976 -0.17
C -2.36839 -1.34219 -3.21151 -0.62
C 1.16474 -0.34649 -2.30473 -0.08
C 0.43849 0.85364 -1.99131 -0.06
C 1.05179 2.17060 -1.63442 -0.63
C -2.04180 1.63760 -2.10308 -0.63
C 0.56411 -2.69927 -3.24322 -0.61
C 2.64691 -0.50000 -2.21425 -0.63
Re -0.27503 -0.83656 -0.78461 0.80
Cl -1.08020 -2.73929 -0.17720 -0.38
Cl -1.90025 0.10932 0.73501 -0.51
Cl 1.53206 -1.33042 0.72360 -0.49
H -3.16582 -0.59252 -3.21682 0.21
H -2.70742 -2.14862 -2.55637 0.23
H -2.24596 -1.76297 -4.21799 0.19
H 0.02950 -3.47872 -2.69486 0.23
H 1.63123 -2.89008 -3.09666 0.21
H 0.31802 -2.80016 -4.30889 0.19
H 2.93327 -1.48847 -1.84504 0.24
H 3.04854 0.24499 -1.52780 0.23
H 3.13895 -0.35568 -3.18642 0.19
H 1.94003 2.04966 -1.01948 0.23
H 0.35327 2.80445 -1.09325 0.23
H 1.34751 2.70204 -2.54745 0.19
H -2.96804 1.19960 -1.72010 0.24
H -2.28748 2.13175 -3.05222 0.19
H -1.72228 2.42100 -1.41464 0.23
O 1.70347 2.88330 2.04361 -0.99
H 1.51669 1.92558 1.91235 0.51
C -1.58348 2.68538 3.29677 -0.65
C -0.76986 2.54328 4.52714 0.00
C -0.23547 3.78202 5.14663 -0.65
C -0.57402 1.29556 5.13586 -0.21
C -0.42626 1.05736 6.52219 -0.24
C -0.59185 -0.21847 7.03706 -0.34
C -0.73810 -1.32164 6.17836 -0.24
C -0.58653 -1.19440 4.81512 -0.17
C -0.61877 -2.40190 3.87723 -0.25
C 0.69518 -3.18308 3.86391 -0.60
C -1.76634 -3.35115 4.22242 -0.60
C -0.26950 0.12308 4.26120 0.53
O 0.38134 0.25546 3.20616 -0.72
H -2.65395 2.71054 3.55780 0.18
H -1.44757 1.84005 2.61000 0.27
H -1.33616 3.61171 2.76189 0.18
H 1.57136 2.98222 3.00680 0.47
H -0.93012 4.19534 5.88826 0.18
H 0.72394 3.59484 5.64308 0.20
H -0.05734 4.54759 4.38209 0.19
H -0.24706 1.89940 7.19332 0.17
H -0.66280 -0.37199 8.11436 0.17
H -0.94153 -2.30466 6.61738 0.17
H -0.76929 -1.99045 2.86598 0.24
H 0.87191 -3.66214 4.83481 0.17
H 0.65312 -3.96411 3.09648 0.19
H 1.52867 -2.51312 3.63621 0.23
H -2.70331 -2.79250 4.30741 0.21
H -1.87516 -4.11326 3.44318 0.20
H -1.57365 -3.85486 5.17706 0.17
```

Its net charge is -2. The value obtained for the molar mass is 622.1 g/mol. Its gap between HOMO and LUMO (alpha / beta) is 0.1472 / 0.1945 Eh. The total energy comes out at -2467.4931 Ha. The value obtained for the energy above the lowest of the compared OMol25 structures with the same formula, charge and spin is 0.0 kJ/mol. For the HOMO energy (alpha / beta), the calculation gives 0.661 / -0.652 eV. The spin multiplicity is 4.

Entry 6:
This record from the Open Molecules 2025 dataset describes a cluster of 3 separate species, C3H11NO3 in total in a non-equilibrium geometry. The level of theory is ωB97M-V/def2-TZVPD.

XYZ file:
```
18
Properties=species:S:1:pos:R:3:nbo_charge:R:1
C -1.60407 -1.52048 0.46126 -0.63
C -0.17357 -1.79054 -0.00281 -0.16
N -0.02435 -1.38562 -1.42143 -0.80
C 0.89341 -1.07955 0.81295 0.47
O 0.74892 -0.01833 1.36985 -0.58
H -1.59192 -0.71437 1.19835 0.23
H -2.10932 -2.40244 0.83829 0.22
H -2.12592 -1.14732 -0.40209 0.23
H 0.09727 -2.82851 0.07526 0.19
H -0.26854 -0.40243 -1.46943 0.39
H 0.94291 -1.47675 -1.70668 0.35
H 1.87846 -1.54813 0.73516 0.11
O -0.12882 1.77697 -1.77469 -0.98
H 0.24426 2.14460 -0.95718 0.49
H -0.57012 2.51794 -2.20176 0.48
O 0.24835 2.73954 0.92362 -0.96
H 1.12822 3.12142 1.07382 0.47
H 0.39006 1.78678 1.08288 0.50
```

Its net charge is 0. The value obtained for the molar mass is 109.1 g/mol. Its gap between HOMO and LUMO is 0.3739 Eh. The total energy comes out at -401.3670 Ha. The value obtained for the energy above the lowest of the compared OMol25 structures with the same formula, charge and spin is 121.0 kJ/mol. For the HOMO energy, the calculation gives -9.468 eV.

Entry 7:
This record from the Open Molecules 2025 dataset describes a structure of composition C34H28FeN5O2S2 in a non-equilibrium geometry. The level of theory is ωB97M-V/def2-TZVPD.

XYZ file:
```
72
Properties=species:S:1:pos:R:3:mulliken_charge:R:1
Fe 1.67725 -1.41769 0.71958 -0.47
O 4.88231 -0.54538 6.73049 -0.71
C 5.01858 0.21251 5.78135 0.41
O 5.70417 1.20971 5.60610 -0.71
C 4.25156 -0.22422 4.53706 -0.74
C 4.34635 0.51124 3.35702 -0.37
C 3.62133 0.10435 2.25533 0.53
N 2.83092 -0.97170 2.31810 0.22
C 2.76362 -1.72499 3.41821 0.49
C 3.46330 -1.37258 4.55608 -0.40
C 1.92685 -2.94437 3.24185 0.39
C 1.68285 -3.84274 4.26822 -0.63
C 0.92255 -4.96933 4.00208 -0.46
C 0.42387 -5.17027 2.72376 -0.79
C 0.69974 -4.22559 1.75137 -0.10
N 1.43176 -3.13954 1.99781 0.01
C 3.65196 0.73125 0.90513 0.36
C 4.37854 1.88016 0.63253 -0.72
C 4.38960 2.37573 -0.65988 -0.47
C 3.67415 1.71765 -1.64963 -0.79
C 2.96067 0.58523 -1.30687 -0.09
N 2.94580 0.09747 -0.06332 -0.03
H 5.00049 1.37044 3.37505 0.65
H 3.44978 -1.93463 5.47874 0.64
H 2.08605 -3.66207 5.25224 0.44
H 0.72575 -5.68441 4.78571 0.46
H -0.16544 -6.03805 2.47786 0.42
H 0.33125 -4.32687 0.73962 0.50
H 4.92844 2.36807 1.42097 0.45
H 4.95648 3.26407 -0.89148 0.47
H 3.66692 2.06835 -2.66871 0.45
H 2.38136 0.03737 -2.03684 0.50
S 0.49535 -2.05531 -1.13320 -0.15
C -0.97808 -1.20766 -1.02251 0.31
N -1.80145 -1.13288 -2.04601 0.15
C -2.99765 -0.28788 -1.96343 -0.62
C -3.60634 -0.46315 -0.59990 -0.81
N -2.60718 -0.11663 0.40905 0.12
C -3.07854 0.78651 1.46884 -1.72
C -3.28680 2.16301 0.90863 0.83
C -2.19578 3.00597 0.71104 -0.17
C -2.37780 4.25835 0.15370 -0.78
C -3.64895 4.68134 -0.21000 -0.44
C -4.73908 3.85231 -0.00478 -0.80
C -4.55640 2.59642 0.55224 -0.18
C -1.35438 -0.49824 0.25464 0.65
S -0.17518 -0.18340 1.41965 -0.14
C -1.57227 -1.74186 -3.36005 -1.34
C -1.45370 -0.67578 -4.41973 0.36
C -0.39947 0.23314 -4.37021 0.12
C -0.29280 1.22744 -5.32383 -0.70
C -1.23745 1.32053 -6.33825 -0.41
C -2.28519 0.41830 -6.39399 -0.72
C -2.39549 -0.57618 -5.43300 -0.31
H -3.69003 -0.60147 -2.74273 0.55
H -2.72554 0.75524 -2.14872 0.29
H -3.94600 -1.49068 -0.44099 0.32
H -4.45623 0.20712 -0.48112 0.36
H -2.35237 0.77685 2.27743 0.65
H -4.01077 0.37053 1.85269 0.45
H -1.20795 2.68503 1.01032 0.45
H -1.53059 4.91421 0.01623 0.43
H -3.78962 5.66149 -0.63923 0.41
H -5.73181 4.18643 -0.26666 0.40
H -5.41463 1.96322 0.73641 0.47
H -2.41852 -2.39940 -3.56689 0.45
H -0.67197 -2.35150 -3.30578 0.57
H 0.33691 0.15299 -3.58102 0.42
H 0.52769 1.92844 -5.28580 0.42
H -1.15188 2.09460 -7.08432 0.40
H -3.01798 0.48655 -7.18404 0.39
H -3.21291 -1.28314 -5.48019 0.41
```

Its net charge is +1. The value obtained for the molar mass is 658.6 g/mol. Its gap between HOMO and LUMO (alpha / beta) is 0.1767 / 0.1751 Eh. The total energy comes out at -3796.6550 Ha. For the HOMO energy (alpha / beta), the calculation gives -9.584 / -9.583 eV. The spin multiplicity is 5.